Record 1
Here is a structure of composition C24H26ClN3OPdS5Sb in a non-equilibrium geometry from the OMol25 dataset. Energies are from ωB97M-V/def2-TZVPD.

```
62
Properties=species:S:1:pos:R:3:lowdin_spin:R:1
Sb 2.54 1.38 1.74 0.01
Pd 0.48 -0.65 -0.41 1.38
Cl -0.49 -2.83 -1.18 0.23
S -4.33 -1.71 -0.18 -0.03
S -6.95 -2.76 -1.07 0.15
S -4.94 2.59 -0.64 0.10
S -2.37 0.40 0.45 0.35
S -6.43 0.15 -0.92 0.09
O 0.97 -0.23 -2.57 0.41
N 2.86 -0.80 -0.49 0.12
N 0.38 1.61 -0.50 0.08
N 0.26 -0.71 2.15 0.06
C 0.75 -2.93 0.06 0.54
C -3.90 -0.01 -0.05 0.09
C 4.98 -1.53 -1.30 0.01
C 2.91 -2.48 -2.31 0.00
C -0.50 -1.41 4.30 0.00
C 1.18 0.06 2.77 0.00
C 0.48 -0.82 -3.74 0.04
C -4.12 3.27 0.82 0.02
C 1.20 3.69 0.38 0.00
C -0.56 -1.45 2.91 0.01
C -0.40 2.29 -1.36 0.01
C 3.58 -1.56 -1.33 0.01
C -0.39 3.68 -1.39 0.00
C 5.64 -0.73 -0.39 0.00
C 0.41 4.39 -0.52 0.00
C 0.44 -0.63 4.94 0.00
C 4.88 0.04 0.48 0.00
C -1.58 -2.36 2.28 0.00
C 1.29 0.13 4.15 0.00
C 1.18 2.31 0.35 0.00
C -4.94 0.87 -0.43 0.24
C -5.96 -1.52 -0.76 -0.01
C -1.33 1.57 -2.29 0.01
C 3.50 -0.01 0.40 0.01
H 5.36 0.68 1.21 0.00
H -3.09 2.92 0.90 0.00
H 3.15 -3.52 -2.06 0.00
H 2.04 0.77 4.60 0.00
H 6.72 -0.71 -0.35 0.00
H -0.17 -0.14 -4.31 0.00
H -4.14 4.34 0.67 0.00
H -4.69 3.01 1.72 0.00
H -0.11 -1.73 -3.55 0.01
H 3.29 -2.29 -3.31 0.00
H 1.31 -1.12 -4.38 0.01
H -1.19 -2.02 4.88 0.00
H -1.28 0.50 -2.17 0.00
H -2.36 1.91 -2.11 0.00
H 0.50 -0.59 6.02 0.00
H 5.53 -2.14 -2.00 0.00
H 1.84 -2.33 -2.31 0.00
H 0.41 5.48 -0.53 0.00
H -1.37 -3.40 2.54 0.00
H 1.83 4.21 1.08 0.00
H 0.35 -3.34 0.98 0.03
H -2.57 -2.13 2.67 0.00
H 1.64 -3.42 -0.32 0.03
H -1.01 4.19 -2.11 0.00
H -1.60 -2.26 1.21 0.00
H -1.08 1.82 -3.32 0.00
```

Calculated values
- F_max (Eh/bohr) = 0.020
- charge = +1
- Kohn-Sham gap (alpha / beta) (eV) = 7.81 / 6.02
- HOMO level (alpha / beta) (eV) = -10.4174 / -11.0648
- E_LUMO (alpha / beta) (eV) = -2.6 / -5.0
- ⟨S²⟩ = 6.05
- multiplicity = 5
- molar mass (Da) = 796.46

=====

Record 2
Here is a structure of composition C18H24N8O2RhS2 from the OMol25 dataset. Energies are from ωB97M-V/def2-TZVPD.

```
55
Properties=species:S:1:pos:R:3:lowdin_charge:R:1
Rh -0.28 0.22 -0.18 0.64
S -1.12 -1.84 0.31 0.65
S 1.84 -0.61 0.09 0.65
O -0.35 0.76 1.80 -0.18
O 1.35 1.27 3.13 0.03
N 4.25 3.20 2.41 0.10
N -3.31 1.58 -2.76 0.13
N -0.22 -0.28 -2.16 -0.06
N 0.23 2.40 -0.08 0.00
N -2.24 1.01 -0.93 0.02
N -1.29 -0.61 -4.04 0.13
N 4.50 2.51 4.61 0.23
N 5.09 1.10 2.88 0.22
C 2.68 -3.21 0.14 -0.14
C 3.46 4.41 2.70 -0.15
C 0.14 -4.26 0.39 -0.12
C 2.51 -4.58 0.23 -0.10
C 1.23 -5.11 0.37 -0.10
C 1.12 2.52 1.09 -0.31
C -1.29 0.03 -2.86 -0.26
C 1.94 4.25 2.94 -0.17
C 1.08 3.93 1.70 -0.14
C -2.29 0.87 -2.24 -0.26
C -0.15 -1.40 -4.08 -0.04
C -3.95 2.21 -1.71 -0.05
C -3.28 1.84 -0.58 -0.09
C 4.54 2.25 3.30 -0.43
C 0.30 -2.88 0.29 -0.67
C 1.58 -2.36 0.18 -0.66
C 0.50 -1.19 -2.90 -0.09
C 0.70 1.41 2.10 -0.69
H -2.02 -0.62 -4.73 0.17
H 3.92 4.89 3.57 0.12
H -0.70 2.71 0.19 0.08
H 1.33 4.65 0.91 0.12
H -3.49 2.10 0.44 0.12
H 2.13 2.30 0.74 0.11
H 3.37 -5.23 0.19 0.10
H 3.96 3.29 4.92 0.12
H 1.74 3.53 3.73 0.10
H 0.09 -2.02 -4.92 0.12
H 4.86 0.79 1.94 0.13
H 1.09 -6.18 0.45 0.10
H 0.03 4.12 1.96 0.13
H 5.11 0.34 3.54 0.13
H 4.50 1.72 5.24 0.14
H 4.36 2.95 1.45 0.15
H 3.64 5.09 1.87 0.13
H 1.61 5.23 3.30 0.12
H -4.81 2.83 -1.86 0.12
H 3.68 -2.79 0.03 0.09
H 0.53 2.97 -0.86 0.11
H -0.86 -4.67 0.50 0.10
H -3.55 1.68 -3.73 0.17
H 1.41 -1.61 -2.54 0.10
```

Calculated values
- F_max (Eh/bohr) = 0.016
- charge = +1
- energy above the lowest of the compared OMol25 structures with the same formula, charge and spin (kJ/mol) = 85.2
- Kohn-Sham gap (eV) = 6.54
- HOMO level (eV) = -8.7412
- E_LUMO (eV) = -2.2
- molar mass (Da) = 551.48

=====

Record 3
Here is an isolated molecule of C4H7NO from the OMol25 dataset. Energies are from ωB97M-V/def2-TZVPD.

```
13
Properties=species:S:1:pos:R:3:lowdin_charge:R:1
O -1.98 -0.02 0.34 -0.04
N 0.42 -0.17 0.03 -0.22
C -1.73 0.81 -0.81 -0.12
C -0.86 -0.30 -0.47 -0.27
C 0.75 -1.09 1.13 -0.01
C 1.37 0.55 -0.52 0.03
H 2.40 0.24 -0.45 0.07
H 0.43 -2.09 0.86 0.10
H -1.49 1.85 -0.56 0.11
H 1.07 1.32 -1.23 0.08
H 0.20 -0.76 2.02 0.10
H -2.42 0.69 -1.65 0.10
H 1.82 -1.05 1.32 0.09
```

Calculated values
- F_max (Eh/bohr) = 0.007
- energy above the lowest of the compared OMol25 structures with the same formula, charge and spin (kJ/mol) = 480.2
- Kohn-Sham gap (alpha / beta) (eV) = 7.50 / 8.04
- HOMO level (alpha / beta) (eV) = -7.0226 / -7.3549
- E_LUMO (alpha / beta) (eV) = 0.5 / 0.7
- molar mass (Da) = 85.11

=====

Record 4
Here is a structure of composition C29H22I2IrN3O4SSe from the OMol25 dataset. Energies are from ωB97M-V/def2-TZVPD.

```
63
Properties=species:S:1:pos:R:3:lowdin_spin:R:1
Ir 0.95 -0.34 -0.44 0.10
I -4.21 1.20 4.58 0.00
I 1.28 -1.24 4.24 0.00
Se 1.40 1.22 -2.25 0.81
S 5.18 -1.14 0.76 0.00
O 0.08 1.37 0.32 0.03
O 1.29 1.59 2.21 0.00
O 0.30 -1.47 1.26 0.00
O 0.81 3.84 3.60 0.00
N 1.67 -2.29 -0.76 0.00
N 0.19 -1.55 -3.67 0.02
N -1.25 -0.46 -1.10 0.00
C 3.56 -1.33 0.18 0.00
C 4.91 0.55 0.95 0.00
C -2.15 -0.99 -0.04 0.00
C -1.51 -0.08 4.09 0.00
C -0.65 -0.93 1.96 0.00
C 0.54 -0.81 -5.91 0.00
C -0.95 -0.87 -3.63 0.01
C -2.70 0.27 3.47 0.00
C -0.37 3.87 2.93 0.00
C 2.65 -4.87 -0.64 0.00
C 2.91 -2.52 -0.26 0.00
C -2.55 4.87 2.63 0.00
C 3.66 0.93 0.60 0.00
C -2.79 4.03 1.55 0.00
C -1.35 4.79 3.31 0.00
C 2.84 -0.15 0.16 0.00
C -2.89 0.01 2.12 0.00
C 0.92 -1.51 -4.77 0.02
C 3.42 -3.82 -0.20 0.00
C -1.79 -0.98 -2.38 0.00
C -0.60 3.00 1.86 0.00
C -0.67 -0.14 -5.89 0.00
C -1.81 3.12 1.18 0.00
C -1.89 -0.58 1.38 0.00
C 0.93 -3.32 -1.17 0.00
C -0.51 -0.68 3.34 0.00
C -1.43 -0.17 -4.73 0.00
C 1.37 -4.63 -1.12 0.00
C 0.38 1.91 1.47 0.00
H -3.72 4.08 1.01 0.00
H -2.74 -0.48 -2.56 0.00
H -1.15 5.45 4.15 0.00
H 3.03 -5.89 -0.59 0.00
H 0.78 4.49 4.30 0.00
H -1.36 0.11 5.14 0.00
H 5.71 1.18 1.32 0.00
H -3.83 0.27 1.65 0.00
H -2.37 0.36 -4.67 0.00
H -2.02 -2.04 -2.25 0.00
H -1.01 0.41 -6.75 0.00
H 0.72 -5.43 -1.47 0.00
H -2.06 -2.08 -0.10 0.00
H -3.30 5.58 2.95 0.00
H 1.17 -0.81 -6.79 0.00
H 3.31 1.95 0.66 0.00
H -1.32 0.55 -1.14 0.00
H 1.85 -2.06 -4.74 0.00
H 4.41 -3.98 0.20 0.00
H -0.05 -3.07 -1.55 0.00
H -1.97 2.45 0.35 0.00
H -3.19 -0.74 -0.29 0.00
```

Calculated values
- F_max (Eh/bohr) = 0.015
- charge = -1
- energy above the lowest of the compared OMol25 structures with the same formula, charge and spin (kJ/mol) = 133.6
- Kohn-Sham gap (alpha / beta) (eV) = 6.44 / 6.18
- HOMO level (alpha / beta) (eV) = -4.1971 / -3.9365
- E_LUMO (alpha / beta) (eV) = 2.2 / 2.2
- ⟨S²⟩ = 0.75
- multiplicity = 2
- molar mass (Da) = 1033.56

=====

Record 5
Here is a structure of composition CH4N2O in a non-equilibrium geometry from the OMol25 dataset. Energies are from ωB97M-V/def2-TZVPD.

```
8
Properties=species:S:1:pos:R:3:lowdin_charge:R:1
O 1.59 -0.19 0.20 -0.02
N -0.21 0.34 -1.11 0.13
N -0.33 0.32 1.27 0.16
C 0.34 -0.08 0.12 -0.77
H 0.46 0.48 -1.85 0.10
H -0.77 -0.80 0.65 0.24
H -1.15 0.07 -1.35 0.08
H 0.09 -0.13 2.08 0.08
```

Calculated values
- F_max (Eh/bohr) = 0.160
- energy above the lowest of the compared OMol25 structures with the same formula, charge and spin (kJ/mol) = 335.7
- Kohn-Sham gap (eV) = 9.60
- HOMO level (eV) = -9.6631
- E_LUMO (eV) = -0.1
- molar mass (Da) = 60.06

=====

- Which of these has the highest F_max?
  CH4N2O

=====

- The lowest molar mass belongs to which entry?
  CH4N2O

=====

- molar mass of number 2 (C18H24N8O2RhS2)?
  551.48 Da

=====

- Which value of F_max does entry 4 give?
  0.015 Eh/bohr